Entry 1:
The molecule C27H48N6O5 at a distorted geometry. Source: the OMol25 dataset; level of theory: wB97M-V/def2-TZVPD.

Values from the calculation:
Net charge: 0
ΔE to the lowest compared entry with this formula, charge and spin: 6.12 kJ/mol
LUMO energy: 0.623 eV
SMILES: CC[C@H](C)[C@H](C(=O)N1CCN(C(=O)OC(C)(C)C)CC1)n1cc([C@@H](CC(C)C)NC(=O)OC(C)(C)C)nn1
HOMO energy: -9.05 eV
F_max: 1.24 eV Å⁻¹
Orbital gap: 0.35531 hartree

Last column: Löwdin charge in e.
Cartesian coordinates (Å):
1 C -1.73665 2.66720 -6.31512  -0.092
2 H -1.56565 2.48761 -7.37375  0.072
3 C -0.66383 1.96840 -5.48877  -0.223
4 H 0.31875 2.37305 -5.74442  0.118
5 H -0.67041 0.90798 -5.74607  0.108
6 C -0.88817 2.10640 -3.97788  -0.331
7 C -0.61969 3.52951 -3.49660  -0.045
8 H -0.83500 3.63649 -2.43584  0.075
9 H 0.42209 3.79728 -3.66312  0.089
10 H -1.24869 4.23297 -4.03320  0.073
11 H -1.92399 1.83146 -3.75648  0.140
12 C 0.03750 1.11449 -3.24731  -0.163
13 N 0.06619 1.34078 -1.82641  -0.110
14 C -0.93608 1.15739 -0.93815  0.025
15 C -0.36393 1.44459 0.28454  -0.233
16 N 0.92644 1.77659 0.06005  0.081
17 N 1.17047 1.71225 -1.19498  0.053
18 C -0.93568 1.37134 1.66590  -0.250
19 N -0.31678 2.38078 2.49372  0.125
20 C -0.98644 3.48276 2.90784  -0.565
21 O -2.18568 3.61762 2.82509  0.081
22 O -0.11896 4.35177 3.45473  0.036
23 C -0.59183 5.57338 4.06781  -0.576
24 C -1.53229 5.25410 5.23004  -0.020
25 H -1.04128 4.58513 5.93385  0.091
26 H -1.80442 6.17151 5.74440  0.088
27 H -2.43432 4.77456 4.86028  0.079
28 C -1.28394 6.45540 3.02853  -0.020
29 H -2.17882 5.96307 2.65824  0.078
30 H -1.56152 7.40441 3.47863  0.088
31 H -0.61316 6.64219 2.19248  0.091
32 C 0.68161 6.24810 4.57977  -0.024
33 H 1.18061 5.60392 5.29878  0.086
34 H 1.36179 6.43314 3.75271  0.086
35 H 0.43601 7.19191 5.05731  0.087
36 H 0.69068 2.42530 2.46699  0.147
37 C -0.70826 -0.04264 2.23324  -0.128
38 H 0.32526 -0.11130 2.57916  0.130
39 H -0.83296 -0.75865 1.41595  0.107
40 C -1.66280 -0.44132 3.36323  -0.426
41 C -1.51693 0.45571 4.58834  -0.066
42 H -1.83951 1.46776 4.36723  0.061
43 H -0.48142 0.48295 4.92017  0.087
44 H -2.12972 0.07575 5.40312  0.078
45 C -1.40725 -1.89968 3.74374  -0.083
46 H -2.10205 -2.21839 4.51699  0.075
47 H -0.39453 -2.01959 4.12263  0.081
48 H -1.53059 -2.55395 2.88304  0.072
49 H -2.68988 -0.35410 2.99103  0.138
50 H -2.00767 1.59555 1.63489  0.156
51 H -1.91973 0.85521 -1.22656  0.140
52 C -0.43563 -0.33905 -3.44457  -0.408
53 O -1.54944 -0.58921 -3.86320  0.069
54 N 0.43285 -1.31078 -3.09267  -0.034
55 C 1.72752 -1.17475 -2.45774  -0.103
56 H 2.44882 -1.77169 -3.02764  0.137
57 C 1.65731 -1.71784 -1.02284  -0.100
58 N 1.15735 -3.07273 -1.02614  -0.031
59 C 2.00029 -4.10076 -0.72813  -0.524
60 O 3.12316 -3.92322 -0.31599  0.086
61 O 1.40666 -5.28764 -0.92455  0.021
62 C 2.09964 -6.51602 -0.58885  -0.569
63 C 2.43600 -6.54603 0.90111  -0.018
64 H 3.14843 -5.76170 1.14068  0.080
65 H 2.86899 -7.50841 1.15838  0.090
66 H 1.53422 -6.39476 1.49077  0.092
67 C 1.08875 -7.61128 -0.93222  -0.023
68 H 0.18329 -7.48083 -0.34534  0.087
69 H 0.82777 -7.56284 -1.98630  0.086
70 H 1.51298 -8.58709 -0.71698  0.088
71 C 3.35969 -6.66384 -1.44073  -0.019
72 H 4.06614 -5.87326 -1.20383  0.079
73 H 3.10622 -6.60740 -2.49749  0.090
74 H 3.82448 -7.62504 -1.24122  0.089
75 C -0.11780 -3.22380 -1.68712  -0.100
76 H -0.86833 -2.64352 -1.13735  0.133
77 C -0.01901 -2.69087 -3.12073  -0.097
78 H 0.70028 -3.28781 -3.68993  0.136
79 H -0.99216 -2.71974 -3.61198  0.123
80 H -0.40473 -4.27330 -1.68734  0.127
81 H 0.99041 -1.09420 -0.41841  0.111
82 H 2.64969 -1.72112 -0.57109  0.131
83 H 2.06804 -0.14236 -2.43257  0.100
84 H 1.06074 1.25182 -3.61053  0.159
85 H -2.71989 2.28166 -6.05731  0.080
86 H -1.72963 3.74127 -6.14997  0.064

Entry 2:
A structure of composition C27H49CaF2NO2Si2 at a distorted geometry. Source: the OMol25 dataset; level of theory: wB97M-V/def2-TZVPD.

Values from the calculation:
Net charge: 0
ΔE to the lowest compared entry with this formula, charge and spin: 0.00 kJ/mol
LUMO energy: 0.182 eV
HOMO energy: -6.59 eV
F_max: 2.86 eV Å⁻¹
Orbital gap: 0.24877 hartree

Last column: Löwdin charge in e.
Cartesian coordinates (Å):
1 O -0.67382 0.93834 -1.62209  -0.367
2 O 1.65445 -1.05626 -3.97510  -0.212
3 C -1.79549 0.21490 -2.28909  -0.227
4 C -2.99778 1.03101 -2.71693  -0.065
5 H -2.08225 -0.53188 -1.53742  0.112
6 H -1.39080 -0.31514 -3.15272  0.104
7 H -3.55919 1.41345 -1.85703  0.075
8 H -3.66780 0.34579 -3.25653  0.089
9 H -2.77534 1.85212 -3.40774  0.075
10 C 0.12904 1.83350 -2.50081  -0.209
11 C 0.03937 1.55882 -3.97707  -0.066
12 H 1.15397 1.71199 -2.14203  0.094
13 H -0.19214 2.84279 -2.22345  0.101
14 H 0.30750 0.50791 -4.17337  0.065
15 H 0.78286 2.16727 -4.51249  0.097
16 H -0.95593 1.81314 -4.35384  0.069
17 C 2.74997 -0.78027 -3.09783  -0.265
18 C 1.33173 -2.43739 -4.17610  -0.266
19 C 3.81227 0.09103 -3.76001  -0.063
20 H 3.19616 -1.71041 -2.71560  0.117
21 H 2.28014 -0.27521 -2.24166  0.103
22 H 4.16396 -0.37394 -4.69779  0.081
23 H 4.67414 0.20118 -3.09614  0.076
24 H 3.42663 1.09745 -3.97291  0.071
25 C 1.88482 -2.88465 -5.52436  -0.074
26 H 0.23381 -2.46093 -4.14949  0.113
27 H 1.70980 -3.09405 -3.38535  0.098
28 H 1.66141 -2.18659 -6.33960  0.080
29 H 1.51107 -3.85889 -5.84501  0.071
30 H 2.97784 -2.98140 -5.45722  0.077
31 H 1.75499 -3.40441 -0.93410  0.003
32 Ca -0.88473 1.06320 0.61522  1.230
33 C 0.86693 -3.00874 -0.51598  -0.185
34 Si 0.17724 -4.03800 0.92508  0.467
35 H 0.07646 -2.92302 -1.29458  0.033
36 H 1.07535 -2.02087 -0.08443  0.022
37 C -1.09912 -5.04470 -0.00407  -0.200
38 C -0.75543 -3.07569 2.23339  -0.182
39 C 1.58974 -5.01328 1.66934  -0.180
40 C -1.64555 3.27857 0.40360  -0.422
41 Si 0.04686 4.00821 0.62592  0.339
42 H -2.30835 3.25528 1.29578  -0.036
43 H -2.24809 3.58493 -0.48297  -0.032
44 C 0.35833 5.27875 -0.71722  -0.193
45 C 1.44158 2.72025 0.55333  -0.225
46 C 0.15485 4.71857 2.35837  -0.191
47 H 2.49708 -4.90158 1.04886  0.030
48 H 1.33696 -6.08617 1.71294  0.030
49 H 1.84270 -4.68698 2.68679  0.031
50 H -2.08192 -4.54792 -0.02470  0.033
51 H -1.23760 -6.05927 0.39373  0.027
52 H -0.76234 -5.13991 -1.04860  0.025
53 H -1.55425 -2.42690 1.85087  0.016
54 H -0.11746 -2.45140 2.87032  0.026
55 H -1.22729 -3.82104 2.89637  0.041
56 H 2.02268 2.79675 -0.37485  0.026
57 H 1.21795 1.63971 0.66968  -0.041
58 H 2.13268 2.93672 1.37994  0.039
59 H 0.93249 5.49002 2.43232  0.025
60 H 0.37789 3.93307 3.09471  0.024
61 H -0.80769 5.17268 2.62950  0.029
62 H 1.00641 6.08589 -0.34992  0.026
63 H -0.59784 5.72511 -1.03063  0.032
64 H 0.83060 4.84273 -1.61020  0.015
65 F 3.59631 0.81951 4.82580  0.020
66 C 2.25014 0.70322 4.54607  -0.243
67 C 1.80304 0.74665 3.21365  -0.108
68 C 0.45435 0.70703 2.98758  -0.141
69 C -0.48886 0.53653 3.99352  -0.172
70 C 0.04803 0.44985 5.31716  -0.185
71 F -0.76383 0.15435 6.39939  0.005
72 C 1.38866 0.56905 5.62867  0.041
73 C -1.93173 0.39637 3.66291  -0.207
74 C -2.90202 0.27119 4.64973  0.000
75 C -4.23597 0.06463 4.31820  -0.041
76 C -4.60937 -0.00359 2.96661  -0.061
77 C -3.60740 0.14703 1.99933  -0.136
78 N -2.31475 0.34390 2.35380  -0.047
79 H 2.55576 0.84764 2.42294  0.091
80 H 1.72011 0.52334 6.66872  0.131
81 H -2.57485 0.31350 5.67412  0.102
82 H -4.96689 -0.05383 5.10677  0.107
83 H -5.62639 -0.17923 2.63363  0.098
84 H -3.79681 0.08863 0.91441  0.106